Record 1
{
  "formula": "C20H43N2OP3W",
  "method": "ωB97M-V with the def2-TZVPD basis set",
  "elements": ["W", "P", "P", "P", "H", "C", "C", "H", "C", "C", "C", "C", "C", "C", "C", "C", "C", "H", "H", "H", "H", "H", "H", "H", "H", "H", "H", "H", "H", "H", "H", "H", "H", "H", "H", "H", "H", "H", "H", "H", "H", "H", "H", "H", "H", "H", "C", "C", "C", "C", "C", "C", "O", "H", "H", "H", "H", "H", "H", "C", "N", "C", "C", "N", "H", "H", "H", "H", "H", "H"],
  "positions_angstrom": [[-0.362, -0.188, 0.105], [-1.829, 1.225, -1.364], [0.378, -1.703, -1.434], [0.758, 1.695, 0.957], [6.744, -1.377, -2.573], [6.966, -1.101, -1.548], [6.796, -2.041, -0.614], [6.932, -3.095, -0.883], [-1.206, 2.320, -2.746], [-3.015, 0.109, -2.206], [-2.941, 2.338, -0.433], [1.727, -2.917, -1.368], [-1.023, -2.890, -1.519], [0.470, -1.286, -3.211], [2.276, 1.512, 1.909], [-0.338, 2.416, 2.278], [1.083, 3.226, 0.014], [7.425, -0.125, -1.415], [6.556, -1.868, 0.435], [-1.969, 2.914, -3.283], [-0.680, 1.681, -3.462], [-0.470, 3.018, -2.339], [-3.717, 0.690, -2.827], [-3.617, -0.461, -1.479], [-2.503, -0.606, -2.866], [-3.268, 3.061, -1.197], [-2.424, 2.854, 0.391], [-3.797, 1.756, -0.049], [1.309, -3.929, -1.474], [2.313, -2.835, -0.443], [2.405, -2.739, -2.219], [-1.235, -3.130, -2.574], [-1.938, -2.514, -1.041], [-0.689, -3.808, -1.015], [0.736, -2.206, -3.749], [1.248, -0.538, -3.388], [-0.487, -0.935, -3.611], [2.061, 1.796, 2.942], [3.052, 2.174, 1.507], [2.632, 0.482, 1.901], [0.355, 2.835, 3.029], [-0.987, 1.658, 2.751], [-0.940, 3.234, 1.847], [1.760, 3.839, 0.618], [0.158, 3.792, -0.142], [1.563, 2.999, -0.941], [4.244, -0.470, 0.263], [3.904, 0.191, -0.996], [4.551, 1.351, -1.392], [5.377, 2.062, -0.503], [5.766, 1.451, 0.698], [5.230, 0.245, 1.125], [3.765, -1.614, 0.564], [1.001, -1.196, 0.784], [3.267, -0.398, -1.694], [4.408, 1.693, -2.407], [5.745, 3.085, -0.682], [6.548, 1.915, 1.323], [5.599, -0.331, 2.002], [-4.929, -2.201, 1.714], [-4.227, -1.004, 2.224], [-4.555, -0.491, 3.582], [-3.094, -0.706, 1.693], [-2.108, -0.508, 1.060], [-5.663, -2.536, 2.431], [-4.204, -2.999, 1.536], [-5.368, -2.064, 0.729], [-3.650, -0.119, 4.075], [-5.228, 0.373, 3.546], [-4.932, -1.306, 4.198]],
  "homo_lumo_gap_ev": [5.993, 5.555],
  "e_above_lowest_ev": 2.039,
  "total_charge": 4,
  "multiplicity": 3
}

Record 2
{
  "formula": "C2H10NOSi",
  "method": "ωB97M-V with the def2-TZVPD basis set",
  "elements": ["C", "N", "C", "O", "Si", "H", "H", "H", "H", "H", "H", "H", "H", "H", "H"],
  "positions_angstrom": [[-0.633, 1.455, -0.723], [0.087, 0.348, -1.384], [0.869, -0.434, -0.359], [-0.292, -0.649, 0.515], [-0.357, -1.492, 2.018], [-1.312, 1.905, -1.380], [-1.301, 1.004, 0.156], [0.045, 2.153, -0.270], [-0.706, -0.206, -1.508], [0.550, 0.758, -2.205], [1.085, -1.317, -0.925], [1.722, 0.183, 0.137], [-0.378, -2.909, 1.684], [0.772, -0.873, 2.749], [-1.525, -0.786, 2.476]],
  "homo_lumo_gap_ev": 11.930,
  "e_above_lowest_ev": 1.868,
  "total_charge": 1
}

Record 3
{
  "formula": "C5H14",
  "method": "ωB97M-V with the def2-TZVPD basis set",
  "elements": ["C", "C", "C", "H", "H", "H", "H", "H", "H", "H", "H", "C", "C", "H", "H", "H", "H", "H", "H"],
  "positions_angstrom": [[1.172, 2.580, 0.158], [0.791, 1.147, -0.229], [-0.072, 1.093, -1.500], [0.385, 3.008, 0.699], [2.036, 2.539, 0.825], [1.513, 3.224, -0.653], [0.235, 0.780, 0.634], [1.651, 0.489, -0.358], [-1.059, 1.497, -1.278], [-0.060, 0.122, -1.967], [0.372, 1.798, -2.211], [-0.511, -2.129, 0.052], [-1.197, -2.365, 1.404], [-0.940, -1.277, -0.461], [0.550, -1.977, 0.222], [-0.731, -3.001, -0.560], [-1.322, -1.475, 2.012], [-2.137, -2.908, 1.263], [-0.679, -3.147, 1.948]],
  "homo_lumo_gap_ev": 12.538,
  "e_above_lowest_ev": 0.373,
  "total_charge": 0
}

Record 4
{
  "formula": "C4H8FI",
  "method": "ωB97M-V with the def2-TZVPD basis set",
  "elements": ["C", "C", "C", "F", "H", "H", "H", "H", "H", "C", "I", "H", "H", "H"],
  "positions_angstrom": [[-2.550, -0.061, -0.148], [-1.280, 0.055, 0.125], [-0.494, -1.114, 0.568], [-0.664, 1.306, 0.078], [-3.057, -1.004, -0.242], [-2.974, 0.890, -0.443], [-0.268, -1.736, -0.326], [-1.114, -1.757, 1.130], [0.437, -0.888, 1.104], [2.200, 1.111, -0.396], [3.764, -0.401, -0.042], [2.081, 0.741, -1.405], [2.521, 2.125, -0.245], [1.398, 0.732, 0.241]],
  "homo_lumo_gap_ev": 9.772,
  "e_above_lowest_ev": 0.864,
  "total_charge": 0
}

Quick rundown of DFT total energy, same order as above: -2062.0284; -501.3873; -198.8755; -554.7104 a.u.